*A*
12
Properties=species:S:1:pos:R:3:lowdin_charge:R:1 method="wB97M-V/def2-TZVPD" smiles=CSC.O total_charge=0 e_homo_ev=-8.368 homo_lumo_gap_ev=9.130
C 0.33986 0.68276 -0.66086 -0.47
S -1.36136 0.12340 -0.61025 0.69
C -2.04326 1.17955 0.76409 -0.41
H 0.20148 1.74289 -0.93212 0.02
H 1.01196 0.21532 -1.40005 0.04
H 0.81917 0.63315 0.33130 0.03
H -3.07426 0.90302 1.04191 0.03
H -2.02265 2.25327 0.51250 0.03
H -1.38683 1.00937 1.63400 0.03
O 2.14444 -3.03969 -0.34922 -0.09
H 2.35123 -2.45687 0.41617 0.04
H 3.02022 -3.24618 -0.74749 0.05



*B*
12
Properties=species:S:1:pos:R:3:lowdin_charge:R:1 method="wB97M-V/def2-TZVPD" total_charge=0 e_homo_ev=-9.246 homo_lumo_gap_ev=9.747
O -2.05720 -0.94543 1.38204 -0.16
H -1.38684 -0.31513 1.64096 -0.02
H -1.79355 -0.56726 0.42990 -0.03
H -3.17551 0.97490 -0.06311 0.08
C 1.08419 0.33838 0.20532 -0.41
C 1.93040 -0.35745 -0.74487 -0.65
S 0.20952 -0.56706 -1.28002 0.69
H 1.17689 1.51820 -0.03810 0.13
H -2.42677 1.03938 -0.54272 0.04
H 1.15787 -0.46013 1.12936 0.14
H 2.70309 -1.12656 -0.83472 0.07
H 2.57790 0.46815 -1.28403 0.10



It is *B* that is the least stable of them.



*A*
15
Properties=species:S:1:pos:R:3:lowdin_charge:R:1 method="wB97M-V/def2-TZVPD" total_charge=+2 multiplicity=2 e_homo_ev="-21.414 / -20.414" homo_lumo_gap_ev="9.845 / 4.106"
C -0.31341 -1.64672 -1.45796 0.02
C 0.04735 -1.06298 -0.12211 -0.08
C -0.07197 1.22548 -0.94617 0.34
N -0.14316 0.37870 0.04309 0.12
H 0.18590 -1.21398 -2.32478 0.12
H -1.40442 -1.52125 -1.61278 0.16
H -0.12361 -2.71997 -1.40121 0.13
H 1.11039 -1.31698 0.15436 0.24
H -0.54214 -1.46568 0.73685 0.21
H -0.65120 0.96606 -1.83698 0.16
H 0.37151 2.20594 -0.78104 0.17
H 0.10368 0.71443 1.01646 0.14
H 1.11733 2.29597 2.78233 0.11
H -0.22930 1.62484 3.16845 0.11
O 0.54304 1.53612 2.58148 0.04



*B*
15
Properties=species:S:1:pos:R:3:lowdin_charge:R:1 method="wB97M-V/def2-TZVPD" total_charge=+2 multiplicity=2 e_homo_ev="-21.586 / -21.636" homo_lumo_gap_ev="11.988 / 7.614"
C -2.03432 -0.06750 0.23023 0.15
N -2.70752 1.02320 0.42766 0.21
H -1.66836 -0.54912 1.15244 0.14
H -2.06813 -0.44848 -0.79552 0.14
H -2.72419 1.65139 -0.37192 0.17
H -3.15832 1.15506 1.33089 0.18
C 1.79024 -0.15676 -0.61278 -0.16
O 0.63686 0.48124 -0.11057 0.15
C 2.25151 -1.36848 0.09245 0.01
H 2.57455 0.55794 -0.95441 0.19
H 1.40089 -0.48108 -1.64118 0.26
H 0.78054 1.45665 -0.06989 0.19
H 1.39516 -2.06904 0.23781 0.13
H 2.70514 -1.21072 1.07062 0.14
H 2.99423 -1.88863 -0.51705 0.13



It is *A* that is the least stable of them.



*A*
15
Properties=species:S:1:pos:R:3:lowdin_charge:R:1 method="wB97M-V/def2-TZVPD" smiles=C1CCCC1 total_charge=0 e_homo_ev=-10.005 homo_lumo_gap_ev=11.246
C -1.30345 0.52451 -0.03496 -0.11
C 0.35767 1.33086 -0.36555 -0.12
C 1.39393 0.23119 -0.13741 -0.18
C 0.42644 -1.16693 0.02776 -0.20
C -0.86023 -0.73112 0.66056 -0.30
H -1.63632 0.35933 -1.06024 0.07
H -2.10487 1.07536 0.51685 0.09
H 0.31167 1.66843 -1.41068 0.08
H 0.39543 2.18198 0.31756 0.07
H 1.97542 0.35841 0.78715 0.09
H 2.06555 0.01040 -0.98024 0.09
H 0.83736 -2.03265 0.58242 0.10
H 0.19714 -1.47713 -1.00887 0.10
H -0.83659 -0.62798 1.75689 0.11
H -1.23886 -1.74110 0.37665 0.11



*B*
15
Properties=species:S:1:pos:R:3:lowdin_charge:R:1 method="wB97M-V/def2-TZVPD" smiles="C=CC.C=C" total_charge=0 e_homo_ev=-9.346 homo_lumo_gap_ev=10.623
C 1.22778 -0.97491 0.81270 -0.05
C 1.19988 0.34937 0.71732 -0.26
C 1.13416 1.10720 -0.57619 -0.13
H 1.16290 -1.60428 -0.07429 0.06
H 1.29394 -1.48288 1.77064 0.05
H 1.24792 0.95152 1.62492 0.09
H 2.14932 1.40620 -0.85642 0.07
H 0.53389 2.02100 -0.49292 0.07
H 0.71822 0.49960 -1.38562 0.07
C -1.69792 -1.03194 -0.34081 -0.09
C -1.88670 0.27025 -0.17359 -0.10
H -1.83720 -1.51957 -1.30151 0.05
H -1.35256 -1.65856 0.47704 0.04
H -1.69176 0.74749 0.78456 0.06
H -2.20188 0.91951 -0.98585 0.05



*C*
15
Properties=species:S:1:pos:R:3:lowdin_charge:R:1 method="wB97M-V/def2-TZVPD" smiles="C/C=C/CC" total_charge=0 e_homo_ev=-9.188 homo_lumo_gap_ev=10.432
C 0.06081 0.26248 2.67062 -0.15
C -0.33272 -0.14471 1.24300 -0.26
C 0.06101 0.35639 0.08738 -0.13
C -0.31035 -0.52410 -1.23225 -0.24
C 0.32681 0.11115 -2.46046 -0.15
H -0.24057 -0.74327 3.36437 0.11
H 1.19462 0.32472 2.76863 0.07
H -0.56670 1.20895 3.09320 0.11
H -1.31051 -0.81166 1.21716 0.14
H 0.81596 1.20006 -0.07878 0.12
H -1.42763 -0.64193 -1.39067 0.11
H 0.04669 -1.51801 -0.91745 0.09
H 0.14733 -0.34602 -3.43060 0.06
H 0.15047 1.18882 -2.57902 0.07
H 1.38479 0.07712 -2.35512 0.05



*D*
15
Properties=species:S:1:pos:R:3:lowdin_charge:R:1 method="wB97M-V/def2-TZVPD" total_charge=0 e_homo_ev="-7.590 / -8.392" homo_lumo_gap_ev="7.871 / 9.081"
C -0.87673 -2.56617 0.02110 -0.15
C -1.09286 -1.36084 0.44842 -0.03
C 0.38707 1.49733 1.16955 -0.14
C 0.58522 0.91714 -1.25942 -0.15
C 0.76194 0.43988 0.13207 -0.23
H -1.69813 -3.16233 -0.54648 0.08
H 0.02673 -3.15923 0.21606 0.04
H -1.91379 -0.70174 0.23723 0.02
H -0.62169 1.90271 0.80164 0.09
H 0.93979 2.48198 1.14721 0.08
H 0.43954 0.97406 2.10250 0.05
H 1.67370 1.17702 -1.58504 0.10
H 0.12570 0.01655 -1.89719 0.11
H -0.14118 1.79099 -1.42871 0.09
H 1.40469 -0.24735 0.44107 0.03



It is *D* that is the least stable of them.



*A*
15
Properties=species:S:1:pos:R:3:lowdin_charge:R:1 method="wB97M-V/def2-TZVPD" smiles=CCC1CC1 total_charge=0 e_homo_ev=-10.353 homo_lumo_gap_ev=11.652
C -0.91427 -0.55508 1.57219 -0.16
C -1.16524 0.36834 0.38979 -0.18
C -0.11175 0.09056 -0.97275 -0.25
C 1.25100 -0.51303 -0.76678 -0.18
C 1.13233 0.94475 -1.13160 -0.15
H -0.19189 -0.17084 2.30006 0.06
H -1.68596 -1.07082 2.17530 0.06
H -0.30727 -1.49793 1.03704 0.11
H -2.17585 0.20667 -0.01158 0.09
H -0.98508 1.41801 0.66088 0.09
H -0.74554 -0.15522 -1.82748 0.11
H 1.73858 -1.29411 -1.38041 0.10
H 1.44872 -0.66293 0.39476 0.12
H 1.27177 1.63298 -0.29805 0.09
H 1.52389 1.27609 -2.09693 0.10



*B*
15
Properties=species:S:1:pos:R:3:lowdin_charge:R:1 method="wB97M-V/def2-TZVPD" smiles=CCC1CC1 total_charge=0 e_homo_ev=-9.991 homo_lumo_gap_ev=11.312
C 1.90659 0.33135 0.04350 -0.14
C 0.81769 -0.73609 -0.20884 -0.22
C -0.49285 -0.21400 0.49009 -0.33
C -1.27312 0.93449 -0.10832 -0.12
C -1.84803 -0.46888 -0.13006 -0.15
H 2.83343 0.16279 -0.49743 0.05
H 2.16656 0.43746 1.12714 0.08
H 1.57102 1.36298 -0.30406 0.08
H 0.73561 -0.76739 -1.27415 0.09
H 1.11151 -1.73416 0.31965 0.13
H -0.50102 -0.40957 1.61321 0.15
H -0.92816 1.29608 -1.07175 0.10
H -1.70319 1.65598 0.50787 0.07
H -2.65615 -0.82035 0.56498 0.11
H -1.73990 -1.03069 -1.07182 0.10



*C*
15
Properties=species:S:1:pos:R:3:lowdin_charge:R:1 method="wB97M-V/def2-TZVPD" total_charge=0 e_homo_ev=-7.746 homo_lumo_gap_ev=8.762
C 2.10532 0.11020 0.39589 -0.01
C -0.07545 0.28961 0.75038 -0.15
C -0.72862 -1.02086 0.39515 -0.21
C -1.77388 -0.08521 -0.27516 -0.18
C -0.62872 0.94561 -0.48660 -0.21
H 2.43280 1.05037 -0.05246 0.05
H 2.79285 -0.21568 1.18184 0.05
H 1.96882 -0.67124 -0.35040 0.04
H 1.14113 0.41412 1.13987 0.01
H -0.24812 -1.61874 -0.39253 0.10
H -1.04396 -1.67351 1.21509 0.10
H -2.52990 0.26858 0.42836 0.10
H -2.25848 -0.46583 -1.17665 0.10
H -0.85666 2.01538 -0.44403 0.10
H -0.12617 0.70943 -1.43591 0.11



It is *C* that is the least stable of them.



*A*
15
Properties=species:S:1:pos:R:3:lowdin_charge:R:1 method="wB97M-V/def2-TZVPD" smiles=CCC1CC1 total_charge=0 e_homo_ev=-9.799 homo_lumo_gap_ev=11.090
C -1.32592 1.63993 -0.27110 -0.12
C -0.40818 0.50333 -0.76176 -0.26
C 0.64504 -0.06867 0.21285 -0.33
C 0.38161 -1.19655 1.16100 -0.15
C 1.28048 -1.46515 -0.03549 -0.14
H -2.14978 1.83513 -1.04302 0.09
H -0.78531 2.58843 -0.18275 0.06
H -1.76939 1.38619 0.72886 0.08
H -0.99773 -0.38544 -1.17636 0.12
H 0.11089 0.75914 -1.70692 0.10
H 1.27101 0.70943 0.64235 0.13
H -0.61507 -1.67583 1.07880 0.11
H 0.91062 -1.18997 2.10208 0.09
H 2.41963 -1.29321 0.14623 0.12
H 1.03210 -2.14674 -0.89478 0.11



*B*
15
Properties=species:S:1:pos:R:3:lowdin_charge:R:1 method="wB97M-V/def2-TZVPD" smiles="C=CC.C=C" total_charge=0 e_homo_ev="-7.371 / -7.481" homo_lumo_gap_ev="7.673 / 7.586"
C -0.87201 0.02606 0.23848 -0.12
C -0.10172 -1.12261 0.48054 -0.20
C -0.16692 -2.31194 -0.40657 -0.13
H -1.76823 -0.10711 -0.36481 0.08
H -1.14847 0.60234 1.11368 0.07
H 0.56183 -1.19537 1.33192 0.09
H -1.10773 -2.86726 -0.30436 0.08
H 0.58346 -3.06670 -0.17548 0.06
H -0.11710 -2.01846 -1.46524 0.08
C 0.92447 2.20677 0.54498 -0.04
C 0.28114 1.61526 -0.55000 -0.17
H 1.23888 3.24204 0.53625 0.04
H 0.89299 1.72727 1.51037 0.04
H 0.00962 2.37515 -1.29300 0.06
H 0.78977 0.89454 -1.19676 0.07



*C*
15
Properties=species:S:1:pos:R:3:lowdin_charge:R:1 method="wB97M-V/def2-TZVPD" smiles="C/C=C/CC" total_charge=0 e_homo_ev=-8.908 homo_lumo_gap_ev=10.107
C -2.50500 -0.30499 0.04604 -0.12
C -1.19744 0.38118 0.24600 -0.16
C -0.05435 -0.04119 -0.34980 -0.11
C 1.27233 0.62736 -0.16982 -0.23
C 2.36032 -0.50702 0.22223 -0.11
H -3.25606 0.45712 -0.33976 0.08
H -2.54191 -0.95521 -0.83883 0.07
H -2.99172 -0.64329 1.01004 0.09
H -1.07770 0.96854 0.95690 0.02
H -0.23028 -0.84743 -1.11983 0.12
H 1.76076 1.01260 -1.07291 0.11
H 1.37014 1.41003 0.33597 0.01
H 2.35168 -1.35758 -0.53640 0.07
H 2.00795 -0.94392 1.29874 0.11
H 3.35196 -0.03283 0.33818 0.05



It is *B* that is the least stable of them.



*A*
11
Properties=species:S:1:pos:R:3:lowdin_charge:R:1 method="wB97M-V/def2-TZVPD" smiles="CO/C=N/N" total_charge=0 e_homo_ev=-8.485 homo_lumo_gap_ev=9.598
C 1.93368 -0.60092 0.05657 -0.04
O 1.20387 0.68191 -0.05004 -0.10
C -0.13084 0.65062 -0.03372 -0.32
N -0.80901 -0.38776 -0.14287 -0.05
N -2.18127 -0.27097 0.16776 -0.09
H 1.80558 -1.32988 -0.72324 0.08
H 1.73664 -1.07931 1.03630 0.10
H 2.90179 -0.26856 0.01000 0.05
H -0.51776 1.63596 0.15103 0.13
H -2.60108 0.82456 0.05434 0.14
H -2.84117 -0.92515 -0.43934 0.11



*B*
11
Properties=species:S:1:pos:R:3:lowdin_charge:R:1 method="wB97M-V/def2-TZVPD" smiles="[H]/N=C/N.C=O" total_charge=0 e_homo_ev=-9.326 homo_lumo_gap_ev=10.046
H -0.24461 0.42900 -2.02383 0.06
N 0.01937 0.26128 -1.05680 0.08
C 1.24759 -0.05664 -1.12857 -0.36
N 2.00718 -0.69759 -0.15798 0.07
H 1.84077 0.17317 -2.02075 0.11
H 2.90972 -0.99940 -0.48745 0.08
H 1.51024 -1.41200 0.35576 0.08
C -1.52086 -0.16227 1.04179 -0.23
O -1.90007 0.90669 1.41655 -0.01
H -2.17609 -0.71612 0.34764 0.07
H -0.61609 -0.75391 1.24270 0.05



It is *A* that is the least stable of them.